Record 1
Density functional theory data (wB97M-V/def2-TZVPD) for C18H40N4O16S3 as an isolated structure in a non-equilibrium geometry.

Computed properties:
* charge: 0
* energy above the lowest of the compared OMol25 structures with the same formula, charge and spin: 0.000 eV

Geometry (Å):
S 14.2032 -15.0507 -2.9786
S 12.5276 -23.1085 -9.5008
S 16.3488 -20.3238 -1.5445
O 15.3763 -15.5790 -3.5751
O 13.6905 -23.3500 -10.2636
O 13.4251 -14.1489 -4.0341
O 11.3865 -24.1764 -9.8490
O 14.7642 -20.4940 -1.4880
O 11.3084 -19.4920 -4.7880
O 16.6120 -21.7742 -2.2038
O 13.2593 -17.9045 -11.4988
O 14.2711 -14.3894 -1.7367
O 12.6037 -22.9875 -8.0954
O 13.0781 -16.1470 -2.9217
O 9.0207 -22.3867 -1.3400
O 10.2252 -15.1812 -7.4044
O 16.8766 -20.3909 -0.2333
O 11.6736 -21.8721 -10.0620
O 16.6802 -19.2951 -2.4394
N 9.5765 -17.1842 -8.2248
N 12.2233 -19.2125 -6.8082
N 13.7824 -19.9808 -12.1722
N 10.1448 -21.5146 -3.0992
C 15.4089 -22.5566 -2.1870
C 12.6965 -16.4188 -4.2626
C 12.7788 -15.0223 -4.9703
C 14.5543 -21.8594 -1.1415
C 13.0292 -18.8606 -12.2216
C 13.1713 -19.4322 -7.9092
C 9.7715 -16.2972 -7.2183
C 8.5539 -20.1164 -1.9382
C 11.7826 -18.9249 -13.0689
C 9.3956 -16.8232 -5.8606
C 13.5111 -20.2646 -4.9609
C 9.2705 -21.4434 -2.0740
C 11.1346 -22.3776 -11.2945
C 12.2955 -19.6116 -5.5288
C 14.9511 -20.0931 -11.3020
C 10.8687 -22.7137 -3.4264
C 10.4782 -23.6720 -10.8316
C 9.9619 -16.9267 -9.6104
H 13.4825 -20.8624 -12.5486
H 15.6064 -23.5892 -1.9181
H 8.2840 -19.7230 -2.9180
H 11.9421 -22.6340 -3.1748
H 10.5134 -23.5746 -2.8710
H 9.2048 -17.3669 -10.2588
H 13.4265 -15.1053 -5.8431
H 15.6852 -19.3372 -11.5869
H 10.5080 -21.6363 -11.7789
H 10.2554 -24.3603 -11.6396
H 9.2389 -19.3805 -1.5016
H 10.0027 -17.6885 -5.5805
H 13.6926 -19.8996 -3.9545
H 14.9322 -22.0602 -0.1370
H 11.8145 -14.6252 -5.2751
H 9.0428 -18.0139 -8.0312
H 11.0919 -19.6737 -12.6749
H 14.6229 -19.8914 -10.2845
H 9.4630 -16.0815 -5.0726
H 11.9837 -19.2170 -14.1029
H 10.8752 -22.8762 -4.5061
H 13.4058 -17.0489 -4.8055
H 8.3778 -17.2228 -5.9159
H 12.6968 -20.1635 -8.5587
H 10.9226 -17.3764 -9.8684
H 14.9481 -22.4259 -3.1674
H 11.4096 -18.6501 -7.0138
H 11.9364 -22.5856 -12.0137
H 11.7335 -16.9152 -4.2644
H 13.4085 -21.3508 -4.9416
H 13.5083 -22.1478 -1.1943
H 7.7207 -20.2131 -1.2528
H 9.5663 -23.3943 -10.2982
H 13.3414 -18.4799 -8.4046
H 14.3835 -20.0719 -5.5880
H 11.2764 -17.9654 -13.0776
H 10.3634 -20.7047 -3.6660
H 15.4286 -21.0473 -11.4960
H 10.0045 -15.8532 -9.7651
H 14.1031 -19.8452 -7.5398

Cartesian forces (eV/Å) of the 6 atoms listed first:
0.125 0.575 0.067
-1.278 -0.168 0.974
-0.119 -1.313 0.225
0.143 -0.205 -0.305
0.294 0.092 -0.604
-0.081 0.157 0.146

Results of the Mulliken charge analysis, in e, for atoms 1 through 5: 1.0749, 1.1156, 1.1749, -0.5340, -0.5788

Record 2
Density functional theory data (wB97M-V/def2-TZVPD) for C18H41AlBClCsF4K2N5O14S as an isolated structure in a non-equilibrium geometry.

Computed properties:
* charge: 0

Geometry (Å):
Cs 0.1010 -3.6639 -3.4445
K 3.1855 -0.5680 -3.8901
K -0.7970 2.3397 1.7710
Cl 3.9153 -8.5154 0.8373
S 7.3096 -7.9912 4.2326
Al -4.0114 1.9813 -1.7801
F -2.3408 1.6658 -1.5788
F -4.2380 2.8281 -3.2251
F -4.4812 2.9585 -0.4358
F -4.8986 0.5646 -1.7798
O -6.0143 10.0628 -4.0341
O 7.6249 -6.9407 3.2419
O 1.6790 -2.4135 -1.2701
O 7.2878 -9.3137 3.5928
O 3.2676 -4.5146 1.1121
O -4.6729 6.8624 -0.8300
O -5.7461 5.1019 -2.2842
O 8.3170 -7.9812 5.2907
O 5.9668 -7.7199 4.7696
O 2.6038 -0.3191 3.6378
O -7.2108 8.2120 -5.5073
O -2.6576 -2.0745 -2.3918
O 4.7083 -1.1298 3.0673
O -2.7697 4.0879 4.2708
N 1.3387 1.3145 1.3310
N -3.4025 5.2453 -0.6578
N 3.5536 0.1849 1.3459
N -1.7966 -1.0757 2.3804
N 1.7865 -0.3759 -0.2210
C 2.4850 -1.3022 -1.0119
C -6.5635 6.5470 -3.9932
C -0.6045 -1.2467 -0.3550
C -5.9543 8.9315 -3.6032
C 5.8352 -1.1396 2.2025
C -2.0124 -0.7424 -0.0206
C -1.9009 -3.1136 -2.3819
C 0.4397 -0.1903 -0.7746
C -6.6038 7.8266 -4.3941
C 5.2092 -6.0322 1.2057
C -2.5309 -1.5399 1.1770
C 4.6854 -4.5959 1.2696
C 2.2392 0.3482 0.8419
C -5.2542 7.3157 -1.9622
C 2.8470 -4.3111 -0.2034
C 1.6633 -3.3463 -0.1822
C -5.2833 8.5894 -2.3494
C -5.8787 6.2141 -2.7602
B 3.6097 -0.4381 2.6910
H 5.2159 -4.0042 0.5211
H 4.9008 -4.1985 2.2563
H 1.9212 -0.9895 3.5143
H 6.6047 -1.7411 2.6709
H -2.8799 5.9637 -0.1581
H 0.7538 -3.9633 -0.1941
H -2.0088 -3.8408 -1.5156
H 5.6622 -6.3173 2.1375
H -2.0312 0.3407 0.1861
H -0.9598 -1.6259 2.5263
H 3.4713 -1.6156 -0.6790
H -0.8088 -2.9386 -2.3646
H 3.6238 -3.8871 -0.8483
H -0.7636 -1.8750 -1.2175
H 4.3615 -6.7932 0.9339
H 1.8625 1.9900 1.8752
H -3.6775 5.5915 -1.5755
H -4.8338 9.3906 -1.7792
H -7.0197 5.7413 -4.5505
H 5.6209 -1.5956 1.2421
H -2.8070 4.4158 -0.7747
H 4.0319 1.0781 1.3299
H 0.0639 0.8148 -0.6085
H -1.4583 -0.1857 2.0399
H -2.2766 -2.5789 0.9934
H -7.0890 9.1792 -5.5614
H -3.0081 3.8998 5.1849
H 2.6376 -0.7660 -1.9874
H 0.5696 -0.2889 -1.8574
H 2.5564 -5.2706 -0.6362
H -2.6582 -0.9172 -0.8743
H -3.2642 4.8846 4.0555
H -0.2365 -1.8843 0.4376
H 1.6650 -2.8674 0.7920
H 0.6334 0.8716 1.9709
H -4.8639 5.9178 -0.8686
H 6.0005 -6.0882 0.4638
H -1.9773 -3.8197 -3.2580
H 6.2582 -0.1504 2.0474
H -3.6012 -1.4376 1.3012
H -4.2270 4.9745 -0.1176

Cartesian forces (eV/Å) of the 6 atoms listed first:
10.955 -5.418 -8.636
0.534 0.284 -1.648
-1.872 1.156 -0.027
-0.520 -0.952 -0.224
0.216 0.025 0.091
-0.384 -1.281 -0.728

Results of the Mulliken charge analysis, in e, for atoms 1 through 5: 0.7131, 0.4343, 0.7206, -0.4865, 1.3482

Record 3
Density functional theory data (wB97M-V/def2-TZVPD) for C18H41ILaN2O5PS as an isolated structure in a non-equilibrium geometry.

Computed properties:
* charge: +2

Geometry (Å):
La 2.3319 2.9233 -2.1038
I 1.1229 0.8525 6.4956
S 4.0457 -3.7666 -2.4516
P 0.8873 -0.0979 0.6865
O 2.7646 -4.5040 -2.9921
O -6.0363 0.4177 0.1461
O 4.2910 -2.3582 -3.3837
O 0.5805 5.2643 0.2658
O 5.3248 -4.6310 -2.5673
N -0.2748 -2.0418 2.5044
N -4.4618 -0.9345 -1.2413
C -0.3918 -0.6208 2.0032
C 2.9711 -1.9114 -0.4812
C -3.7357 -0.5135 -2.4993
C 0.0484 1.6517 0.7497
C 1.7582 -1.8427 0.6728
C 1.4247 1.3895 4.3867
C 0.6405 2.7158 -0.3440
C 1.6391 5.7373 -0.6387
C 2.0971 0.1521 3.4792
C -1.2883 0.1719 -1.4206
C -0.2061 4.1582 -0.3520
C -6.8953 0.0582 -2.2565
C 2.2242 0.4710 1.8998
C -2.1199 -0.8031 -2.5001
C -1.4893 -2.8869 2.2044
C -0.2593 -0.7983 -0.6431
C -5.7573 -0.1652 -1.0509
C 3.6529 -3.3928 -0.6238
H 1.7232 3.0250 0.0545
H 1.3332 5.7922 -1.7729
H 3.2432 -0.0640 1.5658
H -1.1120 1.6265 0.8716
H 3.8602 -1.1611 -0.2129
H -7.9681 0.2664 -1.8394
H 2.0918 6.7885 -0.3308
H 1.0017 -2.6940 0.3103
H 2.2468 -2.0741 1.7085
H -1.2205 4.0961 0.2312
H -6.5067 0.9873 -2.8765
H 3.2257 0.1464 3.8858
H -1.5903 -3.7305 3.0433
H -0.4634 4.4698 -1.4593
H 2.5959 -1.5891 -1.5474
H -2.1607 0.6408 -0.7533
H 1.7904 0.3157 -0.3976
H -3.9293 0.6553 -2.6322
H -1.9581 -1.9547 -2.2322
H 2.5529 4.9781 -0.5852
H -0.5739 0.1836 2.8672
H -6.8774 -0.9386 -2.8938
H 3.0859 -4.2659 -0.0930
H 2.5164 1.6273 1.8064
H 4.7269 -3.3337 -0.1053
H 0.8135 2.2935 -1.4203
H -4.6306 -1.9620 -1.1862
H -0.1847 -2.0336 3.5439
H 2.1522 2.3368 4.3960
H -0.7937 1.0051 -2.1136
H -4.2689 -1.0188 -3.4269
H 0.4087 2.0902 1.8054
H 0.4114 1.7797 3.9595
H 5.2488 -2.0497 -3.3670
H -1.4448 -0.5913 1.4316
H 1.6981 -0.9054 3.7866
H -2.5133 -2.3193 2.2071
H 0.4468 -1.2477 -1.5004
H -0.8748 -1.7618 -0.2929
H -1.2904 -3.4982 1.1981
H -1.7013 -0.6056 -3.5779

Cartesian forces (eV/Å) of the 6 atoms listed first:
4.379 1.103 -2.257
0.134 0.150 -1.239
-0.380 -6.757 -2.521
-0.055 -1.903 1.111
4.599 3.986 1.966
2.258 -3.957 -7.485

Results of the Mulliken charge analysis, in e, for atoms 1 through 5: 1.5468, 0.0749, 1.0845, 1.2686, -0.5765

So what do the calculations give for orbital gap? Going down the list: 8.9; 1.4; 3.7 eV.
So what do the calculations give for DFT total energy? Going down the list: -90539.5845; -130133.0258; -61595.6149 eV.